A single C5H9ClFN3S molecule. Source: OMol25; level of theory: the ωB97M-V functional and the def2-TZVPD basis.

Cartesian coordinates (Å):
C1 -5.051 0.383 -0.074
C2 -3.760 1.056 0.275
C3 -1.297 -1.080 -0.519
C4 5.146 0.444 -0.125
C5 6.384 0.140 0.224
H1 -4.873 -0.538 -0.629
H2 -5.677 1.059 -0.667
H3 -5.609 0.151 0.843
H4 -3.820 2.038 0.748
H5 -1.096 -2.038 -0.993
H6 -0.382 0.455 0.416
H7 1.563 -1.674 0.954
H8 7.178 0.855 0.042
H9 6.610 -0.807 0.686
N1 -2.572 0.627 0.093
N2 -2.499 -0.631 -0.532
N3 -0.212 -0.473 0.060
F1 4.817 1.598 -0.696
S1 1.376 -0.991 -0.199
Cl1 3.774 -0.575 0.093

Calculated values
Lowest unoccupied orbital energy, eV: 0.64
Orbital gap, eV: 9.3
Total charge: 0
Electronic energy, Eh: -1318.30651

---

A single C2H5NO molecule. Source: OMol25; level of theory: the ωB97M-V functional and the def2-TZVPD basis.

Cartesian coordinates (Å):
C1 -0.561 -0.027 -0.896
C2 -0.718 0.129 0.618
N1 0.399 0.845 -1.383
O1 -1.145 -0.925 -1.445
H1 0.258 0.193 1.103
H2 -1.338 0.927 0.885
H3 -1.219 -0.803 0.962
H4 0.701 1.405 -0.646
H5 0.802 0.833 -2.315

Calculated values
Lowest unoccupied orbital energy, eV: 0.90
Orbital gap, eV: 10.7
Total charge: 0
Structure (SMILES): CC(N)=O
Electronic energy, Eh: -209.20907
Relative energy (zero: lowest compared OMol25 entry of this formula, charge and spin), kcal per mole: 8.3

---

4 unconnected molecules or ions with the total composition C4H14NO3. Source: OMol25; level of theory: the ωB97M-V functional and the def2-TZVPD basis.

Cartesian coordinates (Å):
C1 -0.670 1.226 2.115
C2 -0.896 0.250 1.138
C3 0.095 -0.414 0.510
N1 -0.071 -1.553 -0.350
C4 0.443 -1.670 -1.588
H1 -1.385 1.520 2.753
H2 0.232 1.022 2.647
H3 -0.508 2.209 1.427
H4 -1.777 -0.078 0.804
H5 1.220 -0.201 0.727
H6 -0.725 -2.282 0.061
H7 0.432 -2.572 -2.116
H8 1.173 -1.132 -2.207
H9 -1.995 -3.717 1.326
H10 -2.563 -3.453 -0.230
O1 -1.993 -3.108 0.511
H11 2.829 1.343 -2.224
H12 3.277 -0.168 -2.490
O2 2.630 0.408 -2.137
H13 -0.564 4.174 -0.721
H14 0.796 4.350 0.198
O3 0.019 3.847 -0.153

Calculated values
Lowest unoccupied orbital energy, eV: -4.46
Orbital gap, eV: 8.4
Total charge: +1
Electronic energy, Eh: -440.92358
Relative energy (zero: lowest compared OMol25 entry of this formula, charge and spin), kcal per mole: 84.6

---

5 unconnected molecules or ions with the total composition C10H30O10. Source: OMol25; level of theory: the ωB97M-V functional and the def2-TZVPD basis.

Cartesian coordinates (Å):
C1 1.029 2.030 -0.625
C2 2.425 1.359 -0.500
O1 3.394 2.311 -0.131
O2 1.033 2.784 -1.827
H1 0.784 2.494 0.330
H2 0.239 1.330 -0.898
H3 2.638 0.722 -1.359
H4 2.267 0.603 0.269
H5 3.668 2.802 -0.909
H6 0.301 3.404 -1.861
C3 6.136 7.121 -1.720
C4 4.845 7.548 -0.967
O3 4.032 6.365 -0.640
O4 6.972 8.215 -1.972
H7 5.840 6.496 -2.562
H8 6.697 6.415 -1.109
H9 4.302 8.309 -1.528
H10 5.066 8.087 -0.046
H11 3.192 6.734 -0.358
H12 7.819 7.794 -1.814
C5 8.320 2.133 -1.290
C6 8.075 0.881 -2.249
O5 7.569 1.373 -3.459
O6 7.410 3.190 -1.487
H13 9.301 2.586 -1.429
H14 8.105 1.813 -0.271
H15 7.423 0.086 -1.886
H16 9.010 0.352 -2.429
H17 7.815 0.825 -4.208
H18 6.999 2.980 -2.329
C7 3.808 2.825 -4.336
C8 4.182 4.214 -3.555
O7 4.312 3.972 -2.210
O8 2.382 2.588 -4.353
H19 4.384 2.006 -3.907
H20 4.175 2.865 -5.361
H21 3.482 5.048 -3.616
H22 5.160 4.553 -3.897
H23 4.012 4.753 -1.740
H24 2.076 2.752 -3.458
C9 0.431 0.614 -5.639
C10 0.854 1.171 -7.068
O9 2.219 1.651 -6.964
O10 -0.903 0.068 -5.699
H25 0.357 1.404 -4.892
H26 1.001 -0.273 -5.365
H27 0.273 2.081 -7.219
H28 0.654 0.329 -7.731
H29 2.262 2.082 -6.107
H30 -0.985 -0.544 -4.964

Calculated values
Lowest unoccupied orbital energy, eV: 0.33
Orbital gap, eV: 9.9
Total charge: 0
Structure (SMILES): OCCO.OCCO.OCCO.OCCO.OCCO
Electronic energy, Eh: -1151.25621
Relative energy (zero: lowest compared OMol25 entry of this formula, charge and spin), kcal per mole: 46.8

---

A molecular structure, C42H33CsF3GeN4O3S2. Source: OMol25; level of theory: the ωB97M-V functional and the def2-TZVPD basis.

Cartesian coordinates (Å):
Cs1 0.818 0.932 -1.146
N1 3.523 -2.804 2.502
C1 2.504 -2.204 1.784
S1 2.721 -0.568 1.360
N2 1.512 -3.048 1.547
N3 0.412 -2.520 0.983
C2 -0.494 -3.358 0.613
C3 -0.357 -4.839 0.746
C4 -0.327 -5.665 -0.371
C5 -0.192 -7.039 -0.230
C6 -0.095 -7.605 1.033
C7 -0.128 -6.787 2.156
C8 -0.253 -5.413 2.010
C9 -1.759 -2.809 0.079
C10 -2.095 -1.462 0.266
C11 -3.308 -0.993 -0.192
C12 -4.160 -1.873 -0.853
C13 -3.743 -3.183 -1.002
N4 -2.585 -3.656 -0.546
H1 4.415 -2.351 2.409
H2 3.511 -3.812 2.464
H3 -0.417 -5.222 -1.354
H4 -0.165 -7.672 -1.109
H5 0.007 -8.678 1.145
H6 -0.047 -7.220 3.145
H7 -0.251 -4.768 2.878
H8 -1.408 -0.804 0.780
H9 -3.581 0.042 -0.028
H10 -5.119 -1.550 -1.236
H11 -4.377 -3.903 -1.512
C14 -2.564 1.387 -5.158
C15 -2.443 0.576 -4.009
C16 -2.179 1.144 -2.794
C17 -2.011 2.544 -2.651
C18 -1.698 3.159 -1.418
C19 -1.550 4.508 -1.314
C20 -1.713 5.319 -2.468
C21 -2.001 4.759 -3.681
C22 -2.153 3.356 -3.810
C23 -2.428 2.742 -5.055
H12 -2.755 0.930 -6.121
H13 -2.552 -0.498 -4.089
H14 -2.101 0.522 -1.910
H15 -1.283 4.979 -0.381
H16 -1.585 6.394 -2.390
H17 -2.104 5.378 -4.566
H18 -2.513 3.369 -5.937
C24 -0.647 6.989 2.285
C25 0.371 6.071 2.056
C26 0.064 4.733 1.858
C27 -1.254 4.267 1.886
C28 -2.257 5.202 2.134
C29 -1.962 6.548 2.327
Ge1 -1.583 2.337 1.478
C30 -3.569 2.288 1.711
C31 -4.184 1.971 2.923
C32 -5.569 1.949 3.048
C33 -6.373 2.250 1.957
C34 -5.780 2.569 0.742
C35 -4.396 2.581 0.623
C36 -0.922 1.581 3.237
C37 -0.723 2.399 4.355
C38 -0.263 1.886 5.560
C39 0.020 0.531 5.679
C40 -0.157 -0.297 4.581
C41 -0.620 0.227 3.380
H19 -0.415 8.039 2.427
H20 1.403 6.400 2.019
H21 0.871 4.031 1.668
H22 -3.292 4.880 2.163
H23 -2.764 7.256 2.506
H24 -3.568 1.733 3.784
H25 -6.021 1.695 4.001
H26 -7.453 2.232 2.052
H27 -6.397 2.804 -0.119
H28 -3.939 2.825 -0.331
H29 -0.931 3.461 4.282
H30 -0.115 2.549 6.406
H31 0.395 0.129 6.613
H32 0.098 -1.349 4.639
H33 -0.685 -0.448 2.534
F1 4.118 2.780 -2.877
C42 3.680 2.648 -4.138
F2 4.601 1.935 -4.808
F3 3.655 3.875 -4.684
S2 2.018 1.846 -4.193
O1 1.714 1.821 -5.599
O2 1.224 2.727 -3.359
O3 2.265 0.560 -3.564

Calculated values
Lowest unoccupied orbital energy (alpha / beta), eV: 3.87 / 3.86
Orbital gap (alpha / beta), eV: 5.6 / 6.3
2S+1: 2
Total charge: -2
Electronic energy, Eh: -5258.12301
Relative energy (zero: lowest compared OMol25 entry of this formula, charge and spin), kcal per mole: 18.1

---

7 unconnected molecules or ions with the total composition C10H24ClO14. Source: OMol25; level of theory: the ωB97M-V functional and the def2-TZVPD basis.

Cartesian coordinates (Å):
Cl1 -0.125 -0.834 1.084
O1 -0.575 -1.848 0.156
O2 1.247 -1.136 1.328
O3 -0.120 0.425 0.526
O4 -0.938 -0.856 2.237
O5 1.832 -3.032 2.579
H1 1.205 -2.441 2.163
H2 1.897 -3.775 1.978
O6 -3.158 -1.301 2.303
H3 -2.371 -1.069 1.810
H4 -3.044 -2.227 2.516
C1 1.862 -1.222 -1.183
C2 2.384 0.121 -1.410
C3 2.251 1.170 -0.351
O7 3.621 1.493 -0.181
C4 4.397 0.869 -0.933
O8 5.615 0.895 -0.814
O9 3.707 0.183 -1.887
H5 2.052 -1.938 -1.983
H6 0.784 -1.139 -1.044
H7 2.111 -1.700 -0.236
H8 1.811 0.681 -2.149
H9 1.900 0.807 0.615
H10 1.577 1.985 -0.614
C5 -0.706 -1.564 -2.490
C6 -1.907 -0.562 -2.350
C7 -2.039 0.276 -1.205
O10 -1.813 1.550 -1.659
C8 -1.708 1.595 -2.970
O11 -1.715 2.658 -3.578
O12 -1.705 0.302 -3.409
H11 -0.720 -2.127 -3.423
H12 -0.904 -2.344 -1.755
H13 0.317 -1.219 -2.338
H14 -2.878 -1.020 -2.534
H15 -1.183 0.075 -0.560
H16 -2.975 -0.010 -0.725
C9 0.274 1.050 3.417
O13 1.406 0.284 3.028
H17 -0.464 0.461 3.962
H18 0.658 1.695 4.207
H19 -0.312 1.536 2.637
H20 1.079 -0.324 2.362
C10 -1.911 1.984 0.548
O14 -2.677 2.866 -0.239
H21 -2.452 1.062 0.334
H22 -0.834 1.862 0.429
H23 -2.002 2.073 1.631
H24 -2.752 3.731 0.170

Calculated values
Lowest unoccupied orbital energy, eV: 2.69
Orbital gap, eV: 9.7
Total charge: -1
Electronic energy, Eh: -1908.47037
Relative energy (zero: lowest compared OMol25 entry of this formula, charge and spin), kcal per mole: 223.6